C44H41N2O8P | ωB97M-V/def2-TZVPD

Values from the calculation:
E_LUMO   -2.230 eV
SMILES   C#CCCC[C@](C#N)([C@@H](C#N)Cc1ccc(C)cc1)P(C)CC.O=C1C=CC(=O)C=C1.O=C1C=CC(=O)C=C1.O=C1C=CC(=O)C=C1.O=C1C=CC(=O)C=C1
Gap between HOMO and LUMO   6.4 eV

Last column: Mulliken charge in e.
Atoms and positions in Å:
H (9.033146, 2.738681, 3.659526)  0.408
C (-7.047100, 1.216915, 0.711226)  0.976
H (-1.552766, 2.759954, 5.571828)  0.432
C (8.245698, -0.507541, 2.762255)  0.186
O (4.099827, -2.479336, -4.861121)  -0.560
H (2.503491, 0.408280, 0.471237)  -0.675
C (-0.166566, 4.165402, 6.384951)  -1.347
H (5.474428, -3.780013, -0.817418)  0.443
C (6.805188, -0.296632, 2.478095)  -0.261
H (1.823403, 2.493189, 0.843497)  0.440
H (1.717587, 2.221056, 2.552944)  0.586
C (8.475188, 1.867739, 3.339487)  -0.393
C (5.068342, -3.038891, -1.493992)  -0.350
C (-1.774894, -1.607365, -0.765342)  0.229
P (-0.469557, 3.760381, 3.630845)  -0.068
H (-1.680770, -6.064824, -6.107282)  0.443
H (0.021066, 5.233658, 6.379448)  0.344
C (-1.642003, -5.564461, -7.066531)  -0.302
C (-1.386772, -0.930158, -2.026866)  -0.080
C (-5.948817, 0.476638, 0.313953)  -0.744
H (6.242294, -1.161674, 2.158264)  0.595
H (5.193732, 1.070449, 2.412935)  0.459
H (-2.437305, 5.143582, 2.994635)  0.350
C (4.296421, -2.252405, -3.687667)  0.368
C (-3.308522, 1.990399, 3.670914)  -0.330
C (3.986025, -0.924658, -3.098210)  -0.551
C (-1.586917, -3.784728, -1.875056)  -0.389
H (-0.287320, 3.035942, 0.927322)  0.586
O (-2.017912, -0.972301, 0.240709)  -0.466
C (4.855589, -3.288508, -2.783285)  -0.406
H (-2.083304, 4.388575, 5.331479)  0.424
H (-5.439475, 3.928605, 1.928142)  0.407
O (-0.955063, -3.741817, -4.142536)  -0.534
C (4.756225, -1.713156, -0.905183)  0.303
N (-0.225410, 0.312609, 4.428444)  -0.611
C (-1.799873, -6.423916, -8.265496)  0.306
C (-2.461066, 1.876166, 2.493489)  0.804
C (9.037181, 0.669752, 3.205023)  -0.407
C (7.031932, 2.077911, 3.054692)  0.201
H (-2.499278, 2.522366, 0.419554)  0.354
C (-3.067342, 2.685471, 1.329209)  -0.523
C (-1.748133, -5.761585, -9.594338)  -0.403
H (-6.075623, -0.499753, -0.133092)  0.406
C (-0.175946, 2.089292, 1.447060)  -1.466
H (-3.780523, 0.411487, 0.228800)  0.306
H (-0.916224, 6.054578, 3.183195)  0.460
H (-1.336755, 0.151340, -1.996974)  0.486
O (-1.245253, -2.392761, -8.603342)  -0.552
H (-2.140750, -3.559216, 0.157591)  0.459
H (-8.825843, 0.836818, -0.472028)  0.271
H (10.086319, 0.494222, 3.407297)  0.409
H (-3.124700, 3.747018, 1.543694)  0.436
C (-1.198313, -3.108458, -3.137184)  0.266
H (-0.518677, 3.839408, 7.357556)  0.408
H (-1.637921, -4.865563, -1.905225)  0.440
H (-9.093413, 1.019519, 1.287893)  0.383
H (-1.163534, 5.122534, 1.739392)  0.351
H (-2.527254, 0.833488, 2.178068)  0.177
H (-1.864721, -6.406233, -10.456211)  0.407
C (-1.118046, -1.625922, -3.127789)  -0.464
C (-0.966555, 2.163705, 2.769031)  2.770
C (-4.489591, 2.203964, 1.084790)  -0.142
C (-1.368442, 5.143524, 2.805335)  -1.301
C (-8.428489, 0.641717, 0.517891)  -1.430
C (4.198761, -0.675821, -1.809144)  -0.174
C (-6.848464, 2.460489, 1.274945)  -0.802
C (-1.568305, -4.448347, -9.704295)  -0.388
H (0.759187, 3.633201, 6.186699)  0.340
H (-7.705126, 3.039356, 1.589412)  0.379
C (-1.197642, 3.757580, 5.329863)  -0.478
C (-0.508867, 1.108995, 3.657486)  -0.883
C (1.807763, 0.417582, 1.305780)  1.109
H (-1.527925, -3.945512, -10.662293)  0.409
C (2.467625, -0.211731, 2.429927)  -0.729
C (-1.855295, -3.088011, -0.774275)  -0.510
C (6.244179, 0.901493, 2.614486)  -0.117
O (-1.965997, -7.620867, -8.167377)  -0.542
N (-3.948791, 2.025329, 4.615239)  -0.612
H (5.076226, -4.247995, -3.233178)  0.420
H (-8.367936, -0.428788, 0.689852)  0.373
O (6.521905, 3.171429, 3.179658)  -0.553
O (4.949470, -1.484881, 0.269493)  -0.390
C (2.986327, -0.749282, 3.377314)  -0.104
C (-1.410553, -3.590278, -8.502452)  0.331
C (-1.462353, -4.251038, -7.174874)  -0.196
H (-0.832862, -1.153508, -4.059493)  0.503
H (0.960090, -0.219631, 1.059290)  0.121
O (8.763017, -1.597462, 2.636044)  -0.551
H (3.174060, -1.151001, 4.338917)  0.469
H (3.981871, 0.285300, -1.359825)  0.429
H (-0.549379, 1.277555, 0.825951)  0.063
C (1.350504, 1.869922, 1.596521)  -1.345
H (-1.344394, -3.612667, -6.314113)  0.508
H (3.582183, -0.182260, -3.774869)  0.438
C (-5.568524, 2.959208, 1.470815)  -0.372
C (-4.670042, 0.960637, 0.499629)  -0.472

Cartesian forces, eV/Å:
-0.03 0.02 0.00
-0.56 -0.21 -0.28
-0.01 -0.17 -0.08
-0.01 0.00 0.00
-0.01 0.01 0.02
-0.04 -0.05 -0.26
-0.22 -0.34 -0.36
0.00 0.03 0.03
0.03 -0.02 0.08
0.12 0.21 0.00
0.01 -0.03 0.21
0.04 -0.03 0.01
-0.01 -0.03 -0.04
0.01 -0.04 0.01
0.98 0.60 0.25
0.01 -0.01 -0.01
0.10 0.14 0.09
0.00 0.02 0.02
0.02 0.01 -0.01
0.57 -0.31 -0.13
0.00 -0.02 -0.01
-0.01 -0.02 0.04
-0.14 0.13 -0.01
0.01 -0.03 -0.05
0.47 -0.13 -0.17
-0.02 0.04 0.05
0.00 0.00 0.03
-0.38 0.05 -0.19
0.12 0.03 0.01
0.01 -0.01 0.05
-0.09 0.12 0.12
0.10 0.11 0.08
-0.02 0.00 0.14
0.02 -0.04 0.02
0.23 -0.48 0.33
0.00 -0.03 0.02
-0.04 0.15 -0.84
0.01 0.05 0.01
-0.03 0.01 0.00
0.26 0.06 0.00
-0.98 -0.16 0.08
0.01 0.05 -0.02
-0.15 -0.09 -0.03
0.96 0.15 0.21
-0.12 -0.25 -0.14
-0.02 0.14 0.18
-0.02 0.00 0.02
-0.02 -0.01 0.00
0.00 0.04 0.02
-0.13 0.04 -0.11
-0.01 -0.03 -0.01
0.31 0.08 0.04
0.01 -0.02 -0.02
-0.04 0.22 0.27
0.01 0.00 -0.03
-0.27 0.22 -0.11
-0.09 0.01 -0.19
0.02 -0.19 0.03
0.00 -0.03 0.02
0.01 0.05 0.00
-0.41 0.04 -0.14
1.10 0.17 -0.06
0.03 -0.56 0.01
0.43 -0.07 0.62
-0.02 0.01 -0.04
-0.05 0.24 0.19
0.00 -0.04 -0.03
0.23 0.07 0.05
-0.08 0.08 0.03
-0.14 -0.26 -0.20
-0.12 0.23 0.19
0.03 0.15 0.34
0.01 0.03 0.02
0.69 -0.64 0.99
-0.01 -0.04 0.00
-0.02 0.04 -0.04
0.00 0.01 -0.01
-0.53 0.16 0.59
-0.01 0.01 -0.03
-0.14 -0.22 -0.24
0.02 0.00 -0.02
-0.07 0.04 -0.07
-0.84 0.60 -0.55
0.01 0.01 0.00
-0.04 -0.03 -0.16
0.00 -0.04 -0.02
-0.16 0.01 -0.25
0.01 0.02 0.00
0.39 -0.19 0.09
0.04 0.00 0.01
-0.38 0.05 -0.10
-0.26 -0.15 -0.55
0.04 0.04 0.04
0.01 -0.02 -0.04
-0.60 0.01 -0.04
-0.13 0.26 0.09